{
  "formula": "C20H55AgFeN9O17",
  "method": "the ωB97M-V functional and the def2-TZVPD basis",
  "symbols": ["Ag", "Fe", "N", "O", "O", "O", "N", "O", "O", "O", "N", "O", "O", "O", "N", "O", "O", "O", "C", "C", "C", "O", "C", "N", "H", "H", "H", "H", "H", "H", "H", "H", "H", "H", "H", "C", "C", "C", "O", "C", "N", "H", "H", "H", "H", "H", "H", "H", "H", "H", "H", "H", "C", "C", "C", "O", "C", "N", "H", "H", "H", "H", "H", "H", "H", "H", "H", "H", "H", "C", "C", "C", "O", "C", "N", "H", "H", "H", "H", "H", "H", "H", "H", "H", "H", "H", "C", "C", "C", "O", "C", "N", "H", "H", "H", "H", "H", "H", "H", "H", "H", "H", "H"],
  "coordinates": [[-2.27, 0.90, -2.44], [-1.23, -3.25, 0.03], [-3.87, -1.61, -0.72], [-3.59, -0.77, -1.60], [-4.96, -2.12, -0.59], [-2.93, -1.94, 0.02], [-1.01, -2.40, -3.21], [-1.18, -1.21, -3.33], [-0.94, -3.07, -4.21], [-0.98, -2.94, -2.11], [0.15, -0.25, -0.12], [-0.61, 0.32, -0.92], [1.16, 0.33, 0.23], [-0.08, -1.39, 0.18], [-4.09, 2.45, -0.01], [-3.91, 3.44, 0.69], [-3.11, 1.88, -0.47], [-5.19, 2.21, -0.48], [3.19, 1.19, 3.89], [3.06, -0.30, 4.14], [1.70, -0.76, 4.72], [1.75, -2.14, 4.99], [0.63, -2.71, 5.58], [3.24, -0.99, 2.85], [3.45, 1.69, 4.82], [2.29, 1.65, 3.47], [3.99, 1.45, 3.20], [3.76, -0.61, 4.91], [0.90, -0.61, 3.99], [1.39, -0.28, 5.65], [0.24, -2.16, 6.43], [0.84, -3.72, 5.93], [-0.12, -2.78, 4.79], [2.59, -0.64, 2.17], [3.09, -1.96, 3.08], [-0.98, 4.27, 2.95], [-0.25, 2.97, 2.65], [-1.04, 1.68, 2.83], [-1.58, 1.52, 4.15], [-2.25, 0.30, 4.31], [0.09, 2.98, 1.26], [-0.32, 5.14, 2.97], [-1.26, 4.08, 3.98], [-1.88, 4.34, 2.34], [0.69, 2.93, 3.20], [-0.42, 0.81, 2.62], [-1.85, 1.60, 2.11], [-1.66, -0.57, 4.00], [-3.14, 0.12, 3.70], [-2.54, 0.18, 5.35], [0.67, 2.15, 1.13], [-0.74, 2.79, 0.71], [3.96, 1.57, -2.99], [2.44, 1.80, -3.22], [1.76, 0.51, -3.76], [2.47, 0.00, -4.85], [2.16, -1.29, -5.35], [1.86, 2.30, -2.00], [4.41, 2.47, -2.57], [4.47, 1.32, -3.92], [4.17, 0.73, -2.32], [2.34, 2.59, -3.96], [0.78, 0.80, -4.13], [1.57, -0.28, -3.03], [2.76, -1.48, -6.25], [1.11, -1.45, -5.61], [2.48, -1.95, -4.55], [1.74, 1.51, -1.38], [2.31, 3.04, -1.48], [-0.23, 4.67, -3.95], [-1.25, 3.55, -3.79], [-1.19, 2.52, -4.98], [-1.58, 1.19, -4.65], [-1.77, 0.44, -5.89], [-0.99, 2.83, -2.52], [0.80, 4.32, -3.93], [-0.29, 5.42, -3.15], [-0.40, 5.22, -4.87], [-2.23, 4.01, -3.73], [-0.17, 2.30, -5.32], [-1.77, 3.03, -5.75], [-2.67, 0.78, -6.41], [-1.99, -0.62, -5.71], [-0.99, 0.59, -6.64], [-0.02, 2.56, -2.52], [-0.97, 3.60, -1.87], [1.57, -3.68, 1.84], [0.70, -4.82, 1.43], [-0.57, -4.89, 2.21], [-1.38, -3.71, 1.99], [-2.56, -3.56, 2.78], [0.33, -4.70, 0.03], [2.06, -3.94, 2.78], [1.15, -2.68, 1.71], [2.45, -3.74, 1.20], [1.24, -5.76, 1.52], [-0.37, -4.83, 3.28], [-1.11, -5.82, 2.03], [-3.04, -2.60, 2.63], [-2.44, -3.53, 3.86], [-3.29, -4.36, 2.59], [0.09, -5.63, -0.29], [1.22, -4.50, -0.41]],
  "lowdin_spin": [0.3793, 3.7658, 0.0048, 0.0270, 0.0093, 0.0259, 0.0047, 0.0039, 0.0059, 0.0421, 0.0035, 0.0005, 0.0035, 0.0290, -0.0122, 0.1270, 0.2682, 0.0676, 0.0000, 0.0000, 0.0000, 0.0000, 0.0000, 0.0000, 0.0000, 0.0000, 0.0000, 0.0000, 0.0000, 0.0000, 0.0000, 0.0000, 0.0000, 0.0000, 0.0000, -0.0001, 0.0001, -0.0002, 0.0000, 0.0000, 0.0004, 0.0000, 0.0000, -0.0003, 0.0000, 0.0000, -0.0003, 0.0000, 0.0000, 0.0000, 0.0000, -0.0002, 0.0001, 0.0001, 0.0000, 0.0000, 0.0000, 0.0024, 0.0000, 0.0000, 0.0000, 0.0000, 0.0000, 0.0000, 0.0000, 0.0000, 0.0000, 0.0001, 0.0000, 0.0061, 0.0046, 0.0004, 0.0097, 0.0007, 0.1092, 0.0000, 0.0000, 0.0011, 0.0003, 0.0002, 0.0000, 0.0001, 0.0002, 0.0002, 0.0023, 0.0038, -0.0004, 0.0025, 0.0047, 0.0536, 0.0058, 0.0288, 0.0000, -0.0004, 0.0000, 0.0007, 0.0005, 0.0002, 0.0001, 0.0014, 0.0003, 0.0030, 0.0024],
  "total_charge": 0,
  "total_energy_ev": -108217.373,
  "spin_multiplicity": 6,
  "relative_energy_kcal_mol": 0.0
}